1.
Formula: C7H17N4O3
Source: the OMol25 dataset
Level of theory: ωB97M-V/def2-TZVPD

Last column: Löwdin charge in e.
Cartesian coordinates (Å):
C -2.2788 1.1111 1.5806  -0.15
C -0.9462 1.8248 1.9479  -0.12
C 0.9902 -1.6532 -1.5936  -0.11
C 2.4002 -1.1094 -1.8560  -0.20
C -1.6654 -1.0438 0.6208  -0.26
C 0.2232 1.6607 -0.1949  -0.37
C -0.1709 -0.0312 0.0440  -0.23
N -2.2496 -0.3431 1.6801  -0.01
N -0.2011 2.3761 0.8197  0.09
N 0.0210 -0.5506 -1.3717  0.08
N 2.9634 -0.5351 -0.6332  0.02
O -2.4484 -1.1833 -0.4970  0.01
O 0.8040 1.9220 -1.2168  0.08
O 0.7846 -0.4976 0.9039  -0.03
H -3.0572 1.4525 2.2649  0.12
H -2.5728 1.3911 0.5663  0.13
H -1.1649 2.6617 2.6084  0.13
H -0.3066 1.1189 2.4877  0.12
H 0.6606 -2.2372 -2.4530  0.14
H 0.9939 -2.2955 -0.7099  0.14
H 3.0100 -1.9274 -2.2525  0.13
H 2.3419 -0.3363 -2.6266  0.13
H -1.1809 -1.9790 0.8858  0.15
H -1.9137 -0.6448 2.5852  0.14
H 0.0315 3.3612 0.8524  0.17
H 0.3535 0.2926 -1.8990  0.14
H 3.5632 -1.2007 -0.1581  0.11
H 3.5131 0.2934 -0.8289  0.11
H -3.2716 -0.6838 -0.3749  0.13
H -0.9218 -0.8285 -1.6887  0.16
H 1.6956 -0.3857 0.5070  0.06

Cartesian forces (eV/Å) of the 6 atoms listed first:
0.102 0.132 0.171
-0.205 -0.391 0.064
0.544 -0.382 -0.097
-0.352 -0.170 0.042
2.351 3.076 -0.712
-2.117 -3.439 0.466

Properties
Energy relative to the best compared isomer or geometry (same formula, charge and spin) ... 0.0 kcal/mol
Multiplicity ... 1
SMILES string ... NCC[NH2+][C@@]1(O)C(=O)NCCN[C@H]1O
Frontier orbital gap ... 0.3748 hartree
Charge ... +1
HOMO ... -12.48 eV



2.
Formula: C7H17NO
Source: the OMol25 dataset
Level of theory: ωB97M-V/def2-TZVPD

Last column: Löwdin charge in e.
Cartesian coordinates (Å):
C 0.1874 1.2071 -0.1106  -0.22
C -0.0235 0.8518 -1.5669  -0.10
C -1.6364 2.8436 -0.0023  -0.06
C -0.9011 -0.1604 2.2095  0.00
C -1.2162 1.3256 1.8933  -0.47
O -1.3095 2.0782 2.8292  0.08
N -1.0171 1.6648 0.5577  -0.14
H 0.4115 0.2262 0.3010  0.08
H 0.9812 1.9058 0.0715  0.13
H -0.1846 1.5850 -2.3696  0.07
H -1.0067 0.3628 -1.6107  0.09
H -2.6711 2.7125 -0.3389  0.09
H -1.3456 -0.9130 1.5628  0.08
H 0.6806 0.2142 -2.0604  0.04
H -1.7600 3.6540 0.7215  0.08
H -1.0545 3.2162 -0.8422  0.08
H 0.1727 -0.2011 2.0864  0.07
H -1.1786 -0.2193 3.2447  0.07
C 1.5745 -2.1689 -1.2683  -0.17
C 1.6760 -3.4112 -0.3819  -0.16
H 1.6563 -1.1886 -0.8003  0.03
H 2.2874 -2.2338 -2.0843  0.07
H 0.5120 -2.0808 -1.5266  0.06
H 1.7653 -4.2966 -1.0163  0.06
H 0.8292 -3.6552 0.2618  0.06
H 2.5706 -3.3189 0.2399  0.06

Cartesian forces (eV/Å) of the 6 atoms listed first:
-0.492 -1.196 -0.480
-1.919 0.434 -1.512
-0.451 1.068 0.412
-0.297 1.310 -0.304
2.249 -1.599 -0.322
-1.275 0.856 -0.223

Properties
Energy relative to the best compared isomer or geometry (same formula, charge and spin) ... 45.0 kcal/mol
Multiplicity ... 1
SMILES string ... CCN(C)C(C)=O.CC
Frontier orbital gap ... 0.3624 hartree
HOMO ... -9.03 eV



3.
Formula: C7H17NO
Source: the OMol25 dataset
Level of theory: ωB97M-V/def2-TZVPD

Last column: Löwdin charge in e.
Cartesian coordinates (Å):
C 0.9441 -3.2874 0.3746  -0.17
C -0.2043 -3.9860 -0.3637  -0.17
H 0.6713 -2.9434 1.3600  0.06
H 1.8561 -3.8798 0.2546  0.06
H 1.2679 -2.4400 -0.2412  0.04
H 0.1148 -4.3966 -1.3227  0.06
H -0.8424 -4.6781 0.1706  0.06
H -0.8332 -3.1680 -0.7412  0.05
C 1.1361 1.9669 0.0367  -0.20
C 2.1681 0.8746 0.3333  -0.08
C -0.4854 1.5105 1.8378  0.00
C -0.5586 0.5150 -1.8408  0.00
C -1.1063 0.9828 -0.4695  -0.51
O -2.2340 0.6002 -0.2025  0.03
N -0.2496 1.6120 0.3590  -0.13
H 1.2336 2.9226 0.5489  0.12
H 1.1646 2.0567 -1.0447  0.10
H 1.9797 -0.0622 0.8419  0.06
H 3.0682 1.3037 0.7764  0.07
H -1.4161 1.0760 2.1660  0.08
H 0.4573 0.1327 -1.7568  0.06
H -0.7503 1.1808 -2.6807  0.08
H 2.4693 0.4112 -0.6140  0.06
H 0.3860 0.9970 2.2150  0.07
H -0.4330 2.5768 2.0556  0.09
H -1.2000 -0.3410 -2.0509  0.08

Cartesian forces (eV/Å) of the 6 atoms listed first:
0.518 -0.472 -1.656
-0.335 1.567 -1.029
0.306 -0.150 0.346
-0.100 -0.334 1.152
-0.496 0.371 0.230
0.312 -0.539 0.290

Properties
Energy relative to the best compared isomer or geometry (same formula, charge and spin) ... 40.8 kcal/mol
Multiplicity ... 1
SMILES string ... CCN(C)C(C)=O.CC
Frontier orbital gap ... 0.3687 hartree
HOMO ... -9.19 eV



4.
Formula: C7H17NO
Source: the OMol25 dataset
Level of theory: ωB97M-V/def2-TZVPD

Last column: Löwdin charge in e.
Cartesian coordinates (Å):
C 0.4652 -1.0931 -0.5415  -0.56
C 0.2190 1.4177 -0.1113  -0.40
C -0.5579 0.1090 -0.2126  -0.27
C -0.3084 -2.3883 -0.8134  -0.04
C 1.4989 -1.3295 0.5584  -0.03
C -1.4208 -0.1803 1.0092  -0.06
C -0.8027 2.5975 -0.4789  -0.05
N 0.8490 1.6028 1.1744  0.04
O 1.1149 -0.6902 -1.7447  -0.03
H 1.7487 -1.3743 -1.9903  0.10
H 1.0018 1.4171 -0.8738  0.13
H -1.1848 0.1635 -1.1061  0.14
H 0.1593 1.7218 1.9077  0.07
H 1.4493 2.4191 1.1635  0.08
H 0.3749 -3.1589 -1.1749  0.08
H -1.0670 -2.2235 -1.5759  0.09
H -0.7856 -2.7593 0.0887  0.08
H 1.9926 -0.3966 0.8141  0.07
H 1.0252 -1.7309 1.4498  0.08
H 2.2481 -2.0482 0.2206  0.08
H -2.0873 -1.0174 0.8209  0.08
H -2.0376 0.6830 1.2505  0.07
H -0.8030 -0.4104 1.8728  0.08
H -1.6957 2.5945 0.1437  0.06
H -0.3063 3.5552 -0.3269  0.06
H -1.0899 2.5196 -1.5240  0.07

Cartesian forces (eV/Å) of the 6 atoms listed first:
-1.020 0.274 0.450
-1.622 1.465 -0.722
1.528 -1.461 -0.295
0.113 0.302 -0.017
-0.044 0.230 -0.233
0.127 0.059 -0.269

Properties
Energy relative to the best compared isomer or geometry (same formula, charge and spin) ... 14.6 kcal/mol
Multiplicity ... 1
SMILES string ... C[C@@H](N)[C@H](C)C(C)(C)O
Frontier orbital gap ... 0.3616 hartree
HOMO ... -8.87 eV



5.
Formula: C7H17NO2
Source: the OMol25 dataset
Level of theory: ωB97M-V/def2-TZVPD

Last column: Löwdin charge in e.
Cartesian coordinates (Å):
C -0.8696 0.1706 0.8317  -0.50
C -0.9378 -1.2467 -0.2752  -0.21
C -2.2993 0.7194 0.7310  -0.09
C -0.6883 -0.5756 2.1639  -0.08
C 0.0506 1.4082 0.9542  -0.08
N -1.4258 -1.0879 -1.5796  0.01
H -0.8849 -0.4767 -2.1790  0.07
H -2.4079 -0.8395 -1.6209  0.08
H -1.6191 -1.8880 0.2777  0.11
H 0.0736 -1.6451 -0.2491  0.09
H -2.4388 1.2544 -0.2099  0.08
H 0.2989 -1.0349 2.1931  0.09
H -0.2346 1.9959 1.8288  0.09
H 1.0869 1.0954 1.0616  0.08
H -3.0539 -0.0650 0.8038  0.08
H -2.5243 1.4031 1.5504  0.08
H -0.7906 0.0949 3.0181  0.08
H -1.4420 -1.3466 2.3235  0.08
H -0.0356 2.0602 0.0859  0.08
C 3.3778 0.0859 -1.9374  0.01
C 2.1884 -0.2320 -1.0691  -0.60
O 1.0851 0.3750 -1.4550  0.01
O 2.2336 -0.9546 -0.0902  0.06
H 0.2770 0.2238 -0.6823  0.14
H 4.2784 -0.3636 -1.5285  0.09
H 3.2049 -0.2969 -2.9427  0.09
H 3.4974 1.1663 -2.0046  0.09

Cartesian forces (eV/Å) of the 6 atoms listed first:
-1.832 -1.381 0.737
0.980 1.821 1.438
0.055 -0.128 0.077
-0.131 -0.011 -0.056
0.355 -0.379 -0.928
-0.566 0.215 -0.953

Properties
Energy relative to the best compared isomer or geometry (same formula, charge and spin) ... 40.9 kcal/mol
Multiplicity ... 1
SMILES string ... CC(C)(C)CN.CC(=O)O
Frontier orbital gap ... 0.3546 hartree
HOMO ... -8.88 eV



6.
Formula: C7H17NO2
Source: the OMol25 dataset
Level of theory: ωB97M-V/def2-TZVPD

Last column: Löwdin charge in e.
Cartesian coordinates (Å):
C -1.2022 -0.1720 1.7705  -0.26
C -2.2288 -0.0313 0.6303  -0.20
C -2.0010 -0.7695 -0.7356  -0.18
C 1.3404 2.5291 -1.3549  0.00
C 0.5485 1.8416 -2.1808  -0.17
C -0.6871 1.2749 -1.5930  -0.15
C -0.8935 -0.0585 -1.5044  -0.12
N 0.2051 0.0511 1.4493  0.01
H -1.4876 0.6971 2.3646  0.10
H -1.2671 -1.0558 2.3846  0.10
H -2.3933 1.0118 0.3873  0.08
H -3.2742 -0.2878 0.8969  0.11
H -1.6777 -1.8109 -0.6233  0.10
H -2.9182 -0.6933 -1.3376  0.11
H 1.1757 2.6648 -0.2947  0.05
H 2.2799 2.9560 -1.7128  0.05
H 0.7208 1.6824 -3.2427  0.10
H -1.4345 2.0204 -1.3304  0.11
H -0.0395 -0.7110 -1.6944  0.09
H 0.6253 -0.6744 0.8609  0.04
H 0.3418 0.8445 0.8405  0.04
H 3.3436 -1.1539 2.3396  0.06
H 1.7601 -1.4490 2.3624  0.03
O 2.6372 -1.7589 2.1132  -0.05
H 1.8543 -2.9461 -0.6117  0.04
H 2.5563 -1.9783 0.3465  -0.01
O 2.1159 -2.0228 -0.5303  -0.09

Cartesian forces (eV/Å) of the 6 atoms listed first:
-0.283 1.491 -0.695
-1.315 -1.253 -1.152
0.647 1.313 0.033
1.000 0.051 -1.208
-0.189 0.286 1.237
-0.649 -1.497 -0.995

Properties
Energy relative to the best compared isomer or geometry (same formula, charge and spin) ... 62.7 kcal/mol
Multiplicity ... 1
SMILES string ... C=C/C=C/CCCN.O.O
Frontier orbital gap ... 0.3503 hartree
HOMO ... -8.73 eV